Molecular formula: C26H47BBrF3N3O4
Method: DFT, ωB97M-V/def2-TZVPD

Summary:
Energy above the lowest of the compared OMol25 structures with the same formula, charge and spin = 0.0 kJ/mol
E_HOMO = -11.28 eV
LUMO energy = -3.6 eV
E_tot = -4382.38756 Ha
Strongest force on any atom = 1.048 eV Å⁻¹
Structure (SMILES) = C#CCCC[C@]1(N)[C@](CCC(C)C)([C@@H](Br)CC)C=[N+](B(O)OC)[C@@]1(CCC(F)(F)F)OCCNC[C@@H](C)O
Total charge = +1
Multiplicity = 1

Each line ends with the Löwdin charge.
Cartesian coordinates (Å):
C -2.02214 5.36094 -2.58244  0.122
C -1.43681 4.36840 -2.90137  -0.142
C -0.69324 3.16464 -3.29707  -0.196
C -1.27495 1.89153 -2.64759  -0.196
C -1.05452 1.89688 -1.12930  -0.137
C -0.58480 0.60461 -0.43590  -0.290
N 0.43919 -0.00935 -1.24677  0.147
C -1.71960 -0.45634 0.01589  -0.297
C -1.79740 -1.74500 -0.83902  -0.134
C -2.26097 -1.64343 -2.29676  -0.178
C -1.84215 -2.85839 -3.13899  -0.410
C -2.15716 -4.18772 -2.44037  -0.073
C -0.35656 -2.79908 -3.51865  -0.071
C -3.11163 0.06657 0.47160  -0.574
Br -4.18058 0.81997 -0.98702  0.888
C -4.01106 -0.97680 1.15897  -0.294
C -5.06841 -0.30302 2.04616  -0.095
C -1.08396 -0.95028 1.28432  0.058
N -0.12318 -0.25659 1.74598  0.215
B 0.67914 -0.68398 2.99693  -0.628
O 1.82567 -1.38440 2.83737  0.250
O 0.18036 -0.27731 4.18171  0.079
C -0.32904 -1.25856 5.10620  -0.009
C 0.15121 0.99300 0.92860  -0.310
C -0.52155 2.11450 1.75078  -0.037
C 0.01005 3.55460 1.62922  -0.026
C 0.96316 3.89277 2.76188  -0.649
F 1.84134 2.91516 3.02519  0.149
F 1.66667 4.98866 2.49340  0.161
F 0.28946 4.10520 3.89658  0.152
O 1.53174 0.98371 0.91471  -0.056
C 2.28079 1.91740 0.10887  -0.126
C 3.35591 1.17831 -0.68809  -0.203
N 3.86303 0.03680 0.04849  -0.050
C 4.84893 -0.71164 -0.73066  -0.176
C 5.35793 -1.97001 -0.01867  -0.398
C 5.18919 -1.94840 1.49252  -0.046
O 4.60752 -3.08351 -0.55328  -0.062
H -2.61996 6.21247 -2.33481  0.034
H 0.35376 3.26872 -2.98730  0.117
H -0.67550 3.05161 -4.38291  0.122
H -0.80297 1.05201 -3.15618  0.091
H -2.33782 1.85719 -2.88345  0.079
H -0.32938 2.68424 -0.91558  0.093
H -1.97705 2.22666 -0.64898  0.074
H 0.13873 -0.24166 -2.17829  0.063
H 0.90592 -0.79344 -0.81373  0.105
H -0.81764 -2.23669 -0.80978  0.115
H -2.48027 -2.43073 -0.32781  0.116
H -3.34804 -1.56160 -2.32019  0.089
H -1.85970 -0.74957 -2.77643  0.085
H -2.41443 -2.85124 -4.07123  0.136
H -2.18161 -5.01082 -3.15459  0.085
H -1.38251 -4.43452 -1.70623  0.077
H -3.11228 -4.15416 -1.91126  0.081
H 0.28060 -3.10515 -2.68185  0.075
H -0.05462 -1.79531 -3.82783  0.070
H -0.13941 -3.49103 -4.33445  0.086
H -3.00058 0.90549 1.15585  0.081
H -3.41491 -1.62016 1.80785  0.100
H -4.50964 -1.57269 0.39516  0.103
H -5.90865 -0.96920 2.23271  0.083
H -4.62914 -0.05297 3.01678  0.079
H -5.42302 0.62948 1.60771  0.058
H -1.39109 -1.87338 1.77038  0.171
H 1.81098 -2.14538 2.24675  0.126
H -1.41880 -1.20438 5.11247  0.097
H -0.01073 -2.26736 4.83877  0.098
H 0.03789 -1.01519 6.10078  0.104
H -1.57700 2.12996 1.48485  0.108
H -0.49165 1.85360 2.81248  0.132
H -0.82854 4.23971 1.76036  0.145
H 0.51501 3.76850 0.69245  0.113
H 1.63150 2.43920 -0.59090  0.108
H 2.74556 2.63214 0.78972  0.125
H 4.17580 1.86269 -0.91609  0.130
H 2.91569 0.87952 -1.65208  0.107
H 3.08412 -0.59399 0.19986  0.091
H 5.67622 -0.05580 -1.01142  0.125
H 4.39572 -1.05763 -1.67181  0.121
H 6.41284 -2.11164 -0.26380  0.139
H 5.79148 -2.73020 1.95530  0.083
H 4.13830 -2.12279 1.72989  0.054
H 5.46905 -0.98310 1.91586  0.087
H 5.20615 -3.81126 -0.74038  0.089

***

Molecular formula: C2H4N2OS
Method: DFT, ωB97M-V/def2-TZVPD

Summary:
Energy above the lowest of the compared OMol25 structures with the same formula, charge and spin = 146.4 kJ/mol
E_HOMO = -9.18 eV
LUMO energy = 0.0 eV
E_tot = -661.52978 Ha
Strongest force on any atom = 1.754 eV Å⁻¹
Structure (SMILES) = [H]/N=C(/N)OC=S
Multiplicity = 1

Each line ends with the natural charge from an NBO analysis.
Cartesian coordinates (Å):
C -1.20501 0.21376 -0.01209  0.669
C 0.96668 -0.91568 -0.04584  0.060
H -2.65035 -1.19272 -0.20670  0.392
H -3.22366 0.42672 -0.02232  0.407
H 0.06815 1.63417 -0.11763  0.379
H 1.29844 -1.93927 -0.13802  0.189
N -2.48209 -0.28194 0.14598  -0.823
N -0.93913 1.43221 -0.08320  -0.725
O -0.36458 -0.91479 -0.04814  -0.502
S 2.05016 0.28431 0.04862  -0.046

***

Molecular formula: C16H16Cl3F5OSW
Method: DFT, ωB97M-V/def2-TZVPD

Summary:
E_HOMO (alpha / beta) = -7.13 / -7.14 eV
LUMO energy (alpha / beta) = -3.6 / -3.6 eV
E_tot = -3039.69272 Ha
Strongest force on any atom = 3.885 eV Å⁻¹
Multiplicity = 1

Each line ends with the natural charge from an NBO analysis.
Cartesian coordinates (Å):
C -0.97794 0.91708 -2.02929  -0.022
C -1.11814 -0.49182 -2.27799  -0.011
C 0.17096 -1.07172 -2.28849  0.003
C -2.37044 -1.20862 -2.61329  -0.666
C 1.11976 -0.05662 -2.02919  -0.042
C 0.41766 1.18638 -1.87399  -0.125
C 1.04216 2.52498 -1.72249  -0.641
C -2.06934 1.92308 -2.05539  -0.656
C 0.47986 -2.49172 -2.57209  -0.659
C 2.58956 -0.24142 -2.06359  -0.651
W -0.28544 -0.01522 -0.06229  1.380
Cl -3.86064 -3.77322 0.36271  -0.744
Cl -2.57994 -0.45632 0.44011  -0.103
Cl 0.08476 -2.25282 0.61941  -0.172
H -3.24904 -0.64032 -2.33429  0.250
H -2.42794 -2.17002 -2.11129  0.287
H -2.40404 -1.38662 -3.69019  0.242
H -0.28884 -3.15362 -2.18719  0.268
H 1.42516 -2.79182 -2.13169  0.240
H 0.54696 -2.64362 -3.65149  0.242
H 2.89146 -1.14952 -1.55019  0.249
H 3.11196 0.58648 -1.59999  0.239
H 2.91766 -0.31592 -3.10239  0.247
H 1.95146 2.47508 -1.13119  0.240
H 0.36756 3.22358 -1.23749  0.240
H 1.29596 2.93168 -2.70279  0.243
H -2.98534 1.52218 -1.63419  0.255
H -2.26834 2.23308 -3.08279  0.241
H -1.80864 2.80538 -1.47979  0.239
O -0.68864 1.55668 0.97311  -0.868
H 0.12126 1.95358 1.33001  0.499
F -0.32334 0.03628 6.87241  -0.278
C 0.18506 0.03778 5.61491  0.290
C 0.49826 1.24418 4.98831  0.272
F 0.30156 2.41458 5.64521  -0.285
C 1.02186 1.25088 3.68911  0.335
F 1.35726 2.44368 3.13761  -0.303
C 1.21566 0.04168 2.98721  -0.280
S 1.87976 0.05178 1.28161  -0.084
C 0.94246 -1.17182 3.65691  0.336
F 1.20276 -2.36812 3.08191  -0.284
C 0.41946 -1.16782 4.95511  0.320
F 0.14776 -2.34142 5.57941  -0.284